C16H16AsFN2O8W | ωB97M-V with the def2-TZVPD basis set

Kohn-Sham gap (alpha / beta) ... 0.27568 / 0.27565 Ha
LUMO level (alpha / beta) ... -1.54 / -1.54 eV
HOMO level (alpha / beta) ... -9.04 / -9.04 eV
Spin multiplicity ... 1

Last column: natural (NBO) charge in e.
Geometry (Å):
W (-1.56, -1.41, 0.07)  2.11
O (-4.55, 1.89, 4.39)  -0.63
C (-4.04, 1.10, 3.44)  0.38
C (-3.74, -0.24, 3.65)  -0.29
C (-3.21, -0.96, 2.60)  0.16
N (-3.02, -0.42, 1.40)  -0.47
C (-3.22, 0.88, 1.22)  0.15
C (-3.73, 1.69, 2.20)  -0.26
C (-2.60, 1.39, -0.06)  0.77
O (-2.62, 2.55, -0.37)  -0.55
O (-2.00, 0.42, -0.72)  -0.69
C (-2.55, -2.31, 2.75)  0.76
O (-2.74, -3.01, 3.70)  -0.56
O (-1.74, -2.54, 1.76)  -0.66
H (-4.71, 1.39, 5.20)  0.49
H (-3.85, -0.73, 4.61)  0.25
H (-3.84, 2.75, 2.03)  0.27
O (-1.76, -1.77, -1.99)  -0.55
N (-2.02, -2.97, -1.38)  0.35
O (-0.80, -3.09, -0.44)  -0.58
O (-3.06, -2.53, -0.49)  -0.53
F (-0.49, -0.37, 1.33)  -0.56
C (1.00, -1.37, -2.85)  -0.96
As (0.75, -0.79, -1.04)  1.30
C (2.09, -1.71, -0.01)  -0.97
C (1.15, 1.11, -1.01)  -0.77
C (2.57, 1.40, -1.36)  0.05
C (2.96, 1.58, -2.69)  -0.25
C (4.29, 1.78, -3.02)  -0.20
C (5.26, 1.81, -2.03)  -0.22
C (4.88, 1.65, -0.70)  -0.19
C (3.55, 1.44, -0.37)  -0.25
H (2.01, -1.15, -3.18)  0.24
H (0.27, -0.87, -3.48)  0.26
H (0.81, -2.44, -2.88)  0.26
H (3.09, -1.40, -0.33)  0.25
H (1.96, -2.77, -0.18)  0.26
H (1.95, -1.47, 1.04)  0.26
H (0.89, 1.45, -0.01)  0.26
H (0.44, 1.57, -1.71)  0.26
H (2.20, 1.56, -3.47)  0.21
H (4.57, 1.92, -4.06)  0.22
H (6.29, 1.97, -2.29)  0.22
H (5.63, 1.68, 0.08)  0.22
H (3.27, 1.32, 0.67)  0.21



C54H136N14O20 | ωB97M-V with the def2-TZVPD basis set

Kohn-Sham gap ... 0.16060 Ha
Net charge ... +4
LUMO level ... -5.19 eV
HOMO level ... -9.56 eV
Spin multiplicity ... 1

Last column: Mulliken charge in e.
Geometry (Å):
C (-14.14, 8.85, 10.79)  -0.76
N (-15.26, 7.67, 10.77)  0.01
C (-16.60, 8.38, 11.16)  -1.07
C (-15.53, 7.19, 9.34)  -0.89
C (-14.92, 6.54, 11.83)  -0.62
C (-16.03, 5.58, 12.18)  -0.76
O (-16.69, 5.10, 11.02)  -0.48
H (-14.52, 9.87, 10.68)  0.35
H (-13.46, 8.71, 9.95)  0.37
H (-13.67, 8.71, 11.76)  0.32
H (-17.32, 7.59, 11.37)  0.39
H (-16.94, 8.99, 10.33)  0.44
H (-16.35, 8.95, 12.06)  0.45
H (-15.35, 8.12, 8.80)  0.50
H (-16.60, 6.99, 9.27)  0.36
H (-14.82, 6.43, 9.00)  0.28
H (-14.50, 6.95, 12.74)  0.36
H (-13.96, 6.13, 11.50)  0.56
H (-16.79, 6.11, 12.75)  0.44
H (-15.82, 4.60, 12.61)  0.39
H (-17.45, 4.73, 11.47)  0.35
C (-20.23, 16.51, 13.35)  -0.79
N (-19.38, 16.77, 14.63)  -0.11
C (-18.92, 18.26, 14.71)  -0.89
C (-20.26, 16.45, 15.85)  -0.94
C (-18.12, 15.87, 14.67)  -0.61
C (-17.12, 16.30, 13.53)  -0.59
O (-17.60, 16.09, 12.21)  -0.50
H (-21.27, 16.83, 13.37)  0.32
H (-19.99, 15.46, 13.21)  0.38
H (-19.81, 17.07, 12.51)  0.35
H (-19.80, 18.87, 14.92)  0.38
H (-18.50, 18.54, 13.74)  0.38
H (-18.11, 18.39, 15.43)  0.36
H (-19.81, 16.76, 16.79)  0.40
H (-20.53, 15.39, 15.84)  0.38
H (-21.12, 17.10, 15.69)  0.43
H (-18.34, 14.81, 14.72)  0.42
H (-17.66, 16.21, 15.60)  0.41
H (-16.19, 15.74, 13.57)  0.46
H (-16.70, 17.29, 13.68)  0.41
H (-16.86, 16.28, 11.62)  0.33
C (-6.67, 23.05, 25.01)  -1.58
C (-5.44, 23.32, 24.07)  0.28
C (-5.92, 23.46, 22.65)  -0.69
O (-4.81, 23.81, 21.86)  -0.38
C (-4.68, 23.18, 20.61)  -0.75
N (-4.62, 24.52, 24.61)  -0.22
H (-4.58, 25.23, 23.90)  0.35
H (-4.88, 24.96, 25.48)  0.34
H (-3.73, 24.10, 24.82)  0.39
H (-7.24, 22.15, 24.80)  0.42
H (-7.36, 23.89, 25.11)  0.42
H (-6.57, 22.86, 26.08)  0.44
H (-4.84, 22.43, 24.30)  0.21
H (-6.74, 24.17, 22.49)  0.39
H (-6.34, 22.53, 22.25)  0.47
H (-4.86, 22.11, 20.75)  0.38
H (-3.60, 23.25, 20.47)  0.27
H (-5.18, 23.63, 19.75)  0.27
C (-19.23, 9.73, 24.58)  -1.48
C (-18.84, 11.02, 25.13)  0.32
C (-17.42, 11.16, 25.69)  -0.84
O (-16.38, 10.78, 24.74)  -0.31
C (-15.08, 11.04, 25.25)  -0.74
N (-19.19, 12.11, 24.10)  -0.29
H (-20.19, 12.25, 24.02)  0.36
H (-18.75, 13.02, 24.15)  0.33
H (-18.94, 11.72, 23.20)  0.39
H (-20.28, 9.52, 24.41)  0.44
H (-18.98, 8.97, 25.32)  0.34
H (-18.62, 9.52, 23.70)  0.42
H (-19.53, 11.30, 25.92)  0.23
H (-17.26, 10.49, 26.53)  0.46
H (-17.23, 12.12, 26.18)  0.48
H (-14.34, 10.72, 24.52)  0.23
H (-14.99, 10.41, 26.13)  0.33
H (-14.92, 12.06, 25.59)  0.33
C (-9.17, 17.54, 16.60)  -1.48
C (-10.50, 17.18, 17.19)  0.18
C (-10.56, 15.71, 17.47)  -0.69
O (-11.84, 15.43, 18.15)  -0.30
C (-12.15, 14.07, 18.21)  -0.82
N (-10.62, 17.91, 18.54)  -0.25
H (-11.49, 17.59, 18.94)  0.38
H (-9.84, 17.64, 19.12)  0.37
H (-10.80, 18.90, 18.47)  0.36
H (-8.30, 17.20, 17.16)  0.39
H (-9.02, 18.55, 16.21)  0.41
H (-9.09, 17.10, 15.60)  0.41
H (-11.26, 17.50, 16.48)  0.28
H (-9.69, 15.46, 18.07)  0.42
H (-10.52, 15.22, 16.50)  0.40
H (-12.24, 13.55, 17.26)  0.31
H (-13.01, 13.96, 18.87)  0.29
H (-11.37, 13.49, 18.69)  0.34
C (-2.37, 12.95, 18.47)  -1.30
C (-2.62, 11.53, 18.29)  -0.31
C (-2.19, 10.52, 19.41)  -0.60
N (-2.63, 9.03, 19.20)  0.23
C (-4.20, 8.75, 19.18)  -0.87
C (-2.04, 8.51, 17.97)  -0.84
C (-1.97, 7.00, 18.00)  -0.70
C (-1.76, 6.67, 19.42)  -0.50
C (-1.96, 8.03, 20.17)  -0.71
H (-3.15, 13.59, 18.06)  0.32
H (-1.45, 13.35, 18.04)  0.33
H (-2.14, 12.98, 19.54)  0.33
H (-2.06, 11.33, 17.37)  0.32
H (-3.60, 11.47, 17.82)  0.34
H (-2.68, 10.71, 20.37)  0.48
H (-1.12, 10.52, 19.58)  0.30
H (-4.48, 7.72, 18.98)  0.35
H (-4.62, 9.37, 18.38)  0.33
H (-4.48, 9.20, 20.13)  0.39
H (-2.46, 8.94, 17.06)  0.46
H (-1.01, 8.88, 17.96)  0.49
H (-2.90, 6.53, 17.69)  0.35
H (-1.18, 6.52, 17.42)  0.33
H (-2.50, 5.97, 19.81)  0.27
H (-0.85, 6.14, 19.71)  0.39
H (-2.46, 8.08, 21.14)  0.48
H (-0.95, 8.38, 20.39)  0.33
C (-13.16, 23.11, 7.89)  -1.35
C (-11.96, 24.01, 8.34)  -0.06
C (-10.67, 23.17, 8.26)  -0.87
N (-9.41, 24.05, 8.46)  0.07
C (-9.23, 24.40, 10.03)  -0.85
C (-9.37, 25.40, 7.66)  -0.71
C (-7.87, 25.65, 7.44)  -0.49
C (-7.18, 24.35, 7.72)  -0.67
C (-8.14, 23.27, 7.86)  -0.53
H (-14.14, 23.59, 7.87)  0.37
H (-13.33, 22.47, 8.75)  0.36
H (-12.99, 22.52, 6.99)  0.35
H (-12.09, 24.42, 9.33)  0.31
H (-11.84, 24.75, 7.54)  0.32
H (-10.47, 22.66, 7.31)  0.34
H (-10.65, 22.39, 9.02)  0.43
H (-8.17, 24.64, 10.06)  0.40
H (-9.62, 23.50, 10.50)  0.31
H (-9.98, 25.18, 10.21)  0.37
H (-9.88, 26.23, 8.15)  0.34
H (-9.87, 25.17, 6.72)  0.46
H (-7.50, 26.45, 8.08)  0.28
H (-7.72, 25.92, 6.40)  0.34
H (-6.69, 24.39, 8.69)  0.28
H (-6.43, 24.17, 6.95)  0.40
H (-7.80, 22.48, 8.53)  0.36
H (-8.40, 22.87, 6.88)  0.44
C (-13.33, 26.30, 23.11)  -1.27
C (-14.11, 27.59, 23.28)  -0.40
C (-13.38, 28.45, 24.34)  -0.93
N (-13.95, 29.87, 24.34)  0.53
C (-13.64, 30.62, 22.99)  -1.16
C (-13.33, 30.58, 25.54)  -0.49
C (-14.54, 30.90, 26.44)  -0.60
C (-15.80, 30.98, 25.60)  -0.61
C (-15.51, 29.94, 24.55)  -0.61
H (-13.09, 25.85, 24.08)  0.36
H (-12.50, 26.46, 22.43)  0.35
H (-14.01, 25.69, 22.52)  0.37
H (-15.17, 27.52, 23.49)  0.44
H (-14.19, 28.21, 22.38)  0.27
H (-12.32, 28.50, 24.09)  0.37
H (-13.55, 28.05, 25.34)  0.52
H (-12.56, 30.67, 22.89)  0.37
H (-14.03, 31.63, 23.09)  0.47
H (-14.10, 30.30, 22.06)  0.37
H (-12.97, 31.54, 25.17)  0.33
H (-12.56, 29.96, 26.00)  0.31
H (-14.33, 31.82, 26.99)  0.39
H (-14.61, 30.13, 27.20)  0.31
H (-15.92, 31.95, 25.13)  0.31
H (-16.68, 30.76, 26.20)  0.35
H (-16.07, 30.19, 23.65)  0.29
H (-15.84, 29.03, 25.05)  0.37
C (-15.19, -1.12, 17.13)  -1.30
C (-15.44, -0.19, 18.33)  -0.31
C (-14.15, 0.37, 18.96)  -0.81
N (-14.28, 1.48, 20.05)  0.44
C (-14.84, 0.74, 21.29)  -1.09
C (-12.88, 2.02, 20.51)  -0.50
C (-13.13, 3.56, 20.62)  -0.56
C (-14.59, 3.81, 20.56)  -0.74
C (-15.08, 2.77, 19.65)  -0.59
H (-15.97, -1.87, 17.04)  0.36
H (-14.16, -1.48, 17.22)  0.37
H (-15.19, -0.55, 16.20)  0.32
H (-16.06, -0.76, 19.02)  0.37
H (-16.17, 0.50, 17.88)  0.32
H (-13.57, 0.80, 18.14)  0.41
H (-13.63, -0.51, 19.35)  0.41
H (-15.12, 1.20, 22.23)  0.32
H (-14.07, -0.02, 21.46)  0.46
H (-15.70, 0.26, 20.82)  0.35
H (-12.74, 1.69, 21.54)  0.30
H (-12.01, 1.79, 19.89)  0.34
H (-12.63, 4.02, 21.47)  0.38
H (-12.73, 4.08, 19.74)  0.28
H (-15.09, 3.85, 21.53)  0.33
H (-14.88, 4.80, 20.21)  0.42
H (-16.12, 2.55, 19.89)  0.31
H (-14.91, 3.11, 18.63)  0.42
N (-16.03, 17.96, 22.27)  1.00
O (-16.91, 17.65, 23.09)  -0.68
O (-16.35, 18.08, 21.11)  -0.66
O (-14.92, 18.25, 22.63)  -0.66
N (-6.37, 15.99, 23.64)  1.02
O (-6.66, 14.82, 23.42)  -0.67
O (-6.01, 16.29, 24.74)  -0.64
O (-6.56, 16.79, 22.73)  -0.71
N (-13.34, 24.45, 16.13)  1.05
O (-12.32, 23.99, 16.54)  -0.69
O (-13.40, 25.65, 16.05)  -0.67
O (-14.21, 23.66, 15.87)  -0.68
N (-19.17, 9.10, 17.79)  1.02
O (-20.21, 8.46, 17.87)  -0.65
O (-19.07, 10.11, 18.34)  -0.66
O (-18.19, 8.46, 17.35)  -0.71
N (-10.64, 16.21, 8.86)  1.05
O (-9.70, 16.72, 8.26)  -0.67
O (-10.49, 15.52, 9.79)  -0.69
O (-11.75, 16.62, 8.52)  -0.69



C4H12N2O | ωB97M-V with the def2-TZVPD basis set

Kohn-Sham gap ... 0.30116 Ha
LUMO level ... 0.69 eV
HOMO level ... -7.50 eV
Spin multiplicity ... 1

Last column: natural (NBO) charge in e.
Geometry (Å):
C (0.79, -0.57, 0.47)  0.54
C (0.01, -0.15, 1.72)  -0.12
C (-0.36, 1.02, -0.84)  -0.76
C (-1.69, 0.40, -1.28)  -0.62
N (0.53, -1.78, -0.09)  -0.80
N (2.08, -0.14, 0.43)  -0.81
O (-0.01, 1.22, 1.78)  -0.78
H (-0.22, 1.36, 0.64)  0.44
H (2.57, -0.24, -0.45)  0.38
H (2.18, 0.77, 0.85)  0.42
H (-0.42, -2.09, -0.07)  0.41
H (1.20, -2.18, -0.74)  0.40
H (0.54, -0.58, 2.58)  0.20
H (-0.99, -0.62, 1.67)  0.15
H (-0.47, 2.11, -0.91)  0.21
H (0.43, 0.79, -1.56)  0.17
H (-1.64, -0.69, -1.34)  0.17
H (-2.49, 0.66, -0.59)  0.20
H (-2.02, 0.73, -2.28)  0.20



C4H5CuLiO2 | ωB97M-V with the def2-TZVPD basis set

Kohn-Sham gap (alpha / beta) ... 0.31480 / 0.23876 Ha
Net charge ... +2
LUMO level (alpha / beta) ... -9.57 / -11.60 eV
HOMO level (alpha / beta) ... -18.14 / -18.10 eV
Expectation value of S² ... 0.769
Spin multiplicity ... 2

Last column: natural (NBO) charge in e.
Geometry (Å):
H (1.16, 2.24, -0.38)  -0.31
C (0.72, 0.24, 0.47)  0.88
C (0.26, -1.18, 0.56)  -0.57
C (-0.96, -1.28, -0.36)  -0.59
C (-0.98, -0.11, -1.29)  0.42
O (0.17, 0.50, -1.09)  -0.67
O (0.70, 1.04, 1.36)  -0.54
Li (0.87, 3.00, 1.41)  0.98
Cu (-0.21, 2.25, -1.73)  1.13
H (0.04, -1.44, 1.60)  0.31
H (1.11, -1.81, 0.26)  0.31
H (-1.92, -1.27, 0.18)  0.31
H (-0.96, -2.19, -0.99)  0.34



C36H73Cl28N5O4PS | ωB97M-V with the def2-TZVPD basis set

Kohn-Sham gap ... 0.32845 Ha
Net charge ... +1
LUMO level ... -2.43 eV
HOMO level ... -11.37 eV
Spin multiplicity ... 1

Last column: Mulliken charge in e.
Geometry (Å):
C (2.31, -0.64, 1.97)  -0.82
C (0.95, -0.20, 2.45)  0.77
O (0.36, -0.71, 3.38)  -0.63
N (0.41, 0.88, 1.72)  -0.32
C (-0.93, 1.29, 2.16)  -0.73
C (-1.64, 2.07, 1.05)  -1.26
C (-2.51, 1.16, 0.17)  0.02
C (-4.00, 1.16, 0.51)  -0.85
N (-4.41, 0.25, 1.61)  0.48
C (-4.94, -0.99, 1.71)  0.52
N (-5.30, -1.84, 0.73)  -0.15
P (-5.21, -1.78, -0.97)  0.62
O (-6.24, -0.63, -1.33)  -0.49
O (-6.05, -3.09, -1.31)  -0.46
S (-3.46, -1.67, -1.70)  -0.24
N (-5.11, -1.34, 2.99)  -0.65
C (-4.71, -0.30, 3.70)  -0.10
N (-4.29, 0.66, 2.90)  0.03
O (-3.82, 1.92, 3.13)  -0.33
H (2.21, -1.44, 1.23)  0.00
H (2.89, -0.99, 2.82)  0.26
H (2.85, 0.18, 1.50)  0.40
H (0.39, 0.61, 0.75)  0.23
H (-1.52, 0.41, 2.43)  0.48
H (-0.80, 1.91, 3.05)  0.39
H (-2.24, 2.87, 1.48)  0.55
H (-0.89, 2.53, 0.42)  0.54
H (-2.46, 1.49, -0.86)  0.52
H (-2.14, 0.13, 0.18)  -0.06
H (-4.60, 0.92, -0.36)  0.00
H (-4.30, 2.15, 0.82)  0.72
H (-5.71, -2.68, 1.12)  0.29
H (-5.88, -0.11, -2.07)  0.08
H (-5.56, -3.91, -1.16)  0.24
H (-4.71, -0.22, 4.77)  0.43
H (-3.43, 1.89, 4.02)  0.40
Cl (2.20, -2.73, -2.65)  -0.12
C (1.30, -3.75, -1.49)  -0.13
C (-0.14, -3.33, -1.36)  -0.57
Cl (-0.26, -1.72, -0.58)  -0.17
H (1.81, -3.67, -0.53)  -0.24
H (1.36, -4.78, -1.84)  0.41
H (-0.67, -4.03, -0.72)  0.32
H (-0.64, -3.27, -2.32)  0.43
Cl (-5.82, 1.63, -3.60)  -0.22
C (-6.55, 2.75, -2.42)  -0.47
C (-5.79, 4.05, -2.33)  -0.27
Cl (-4.17, 3.80, -1.60)  -0.17
H (-6.58, 2.25, -1.45)  0.22
H (-7.58, 2.94, -2.74)  0.49
H (-6.32, 4.75, -1.69)  0.17
H (-5.65, 4.51, -3.30)  0.35
Cl (2.03, -4.11, 1.97)  -0.17
C (2.99, -4.30, 3.47)  -0.46
C (4.23, -5.12, 3.21)  0.65
Cl (3.85, -6.83, 2.88)  -0.20
H (2.35, -4.74, 4.23)  0.39
H (3.28, -3.30, 3.78)  0.20
H (4.89, -5.10, 4.08)  -0.04
H (4.75, -4.74, 2.34)  -0.39
Cl (-6.19, 7.32, -3.42)  -0.22
C (-5.32, 8.42, -2.30)  -0.07
C (-4.78, 7.69, -1.10)  -0.34
Cl (-6.08, 7.09, -0.03)  -0.21
H (-6.00, 9.21, -2.03)  0.23
H (-4.49, 8.86, -2.86)  0.04
H (-4.17, 8.37, -0.52)  0.37
H (-4.19, 6.83, -1.40)  0.22
Cl (4.01, -1.38, -5.23)  -0.15
C (3.61, -2.10, -6.81)  -0.50
C (4.10, -3.52, -6.92)  -0.39
Cl (5.88, -3.62, -6.96)  -0.18
H (4.04, -1.47, -7.58)  0.36
H (2.52, -2.08, -6.91)  0.28
H (3.73, -3.96, -7.85)  0.33
H (3.75, -4.12, -6.08)  0.25
Cl (5.28, -4.06, -2.38)  -0.08
C (6.33, -5.24, -1.54)  -0.68
C (6.03, -5.29, -0.06)  -0.34
Cl (6.56, -3.82, 0.80)  -0.24
H (7.36, -4.98, -1.74)  0.33
H (6.11, -6.21, -1.98)  0.36
H (6.57, -6.12, 0.40)  0.37
H (4.97, -5.42, 0.11)  0.27
Cl (-5.04, 11.72, -1.28)  -0.18
C (-3.77, 12.74, -2.02)  -0.52
C (-3.78, 12.67, -3.52)  -0.32
Cl (-3.26, 11.07, -4.13)  -0.22
H (-2.82, 12.43, -1.61)  0.33
H (-3.98, 13.76, -1.71)  0.35
H (-3.09, 13.39, -3.95)  0.19
H (-4.78, 12.86, -3.93)  0.37
Cl (-11.52, 8.84, -4.05)  -0.18
C (-10.52, 8.65, -5.52)  -0.43
C (-9.06, 8.84, -5.23)  -0.32
Cl (-8.66, 10.53, -4.80)  -0.19
H (-10.88, 9.36, -6.25)  0.33
H (-10.69, 7.64, -5.89)  0.30
H (-8.48, 8.60, -6.12)  0.32
H (-8.73, 8.21, -4.41)  0.19
Cl (7.61, -10.10, 4.05)  -0.20
C (7.48, -9.19, 5.58)  -0.55
C (6.51, -8.05, 5.49)  0.26
Cl (7.09, -6.75, 4.40)  -0.19
H (8.48, -8.84, 5.84)  0.33
H (7.14, -9.89, 6.34)  0.34
H (6.38, -7.60, 6.47)  -0.26
H (5.54, -8.37, 5.11)  0.30
Cl (6.06, -7.48, 9.38)  -0.15
C (5.45, -5.84, 9.75)  -0.50
C (4.51, -5.34, 8.69)  -0.53
Cl (5.36, -5.05, 7.15)  -0.16
H (6.32, -5.19, 9.86)  0.29
H (4.93, -5.91, 10.70)  0.35
H (4.07, -4.40, 9.00)  0.39
H (3.72, -6.06, 8.50)  0.29
Cl (7.57, -1.36, -1.34)  -0.09
C (8.56, -0.46, -2.51)  -0.52
C (8.65, -1.19, -3.83)  -0.28
Cl (9.59, -2.70, -3.68)  -0.19
H (9.54, -0.30, -2.07)  0.32
H (8.08, 0.51, -2.67)  0.29
H (9.16, -0.57, -4.56)  0.32
H (7.67, -1.45, -4.20)  0.16
Cl (-3.29, -5.37, -2.88)  -0.08
C (-4.51, -6.39, -3.69)  -0.47
C (-5.90, -6.00, -3.25)  -0.45
Cl (-6.19, -6.33, -1.52)  -0.20
H (-4.28, -7.43, -3.46)  0.34
H (-4.42, -6.23, -4.76)  0.30
H (-6.64, -6.56, -3.82)  0.36
H (-6.07, -4.94, -3.41)  0.29
Cl (-1.11, 14.03, -9.07)  -0.18
C (-1.93, 12.80, -8.08)  -0.43
C (-3.21, 13.30, -7.48)  -0.36
Cl (-2.91, 14.56, -6.24)  -0.20
H (-1.23, 12.48, -7.31)  0.29
H (-2.15, 11.95, -8.73)  0.31
H (-3.72, 12.48, -6.97)  0.20
H (-3.86, 13.73, -8.23)  0.39
Cl (8.29, -6.80, 12.40)  -0.16
C (9.48, -8.11, 12.62)  -0.45
C (9.47, -9.09, 11.48)  -0.45
Cl (7.97, -10.06, 11.43)  -0.18
H (9.26, -8.60, 13.56)  0.33
H (10.46, -7.64, 12.68)  0.29
H (10.29, -9.79, 11.60)  0.32
H (9.57, -8.59, 10.52)  0.31



Number 1: maximum force 0.0106 hartree/bohr. Number 2: maximum force 0.1502 hartree/bohr. Number 3: maximum force 0.0283 hartree/bohr. Number 4: maximum force 0.0845 hartree/bohr. Number 5: maximum force 0.0188 hartree/bohr.